# 1
3 unconnected molecules or ions with the total composition CH6O4. Source: the OMol25 dataset; level of theory: ωB97M-V/def2-TZVPD.

Structure (XYZ):
```
11
Properties=species:S:1:pos:R:3:forces:R:3
O -1.691 0.189 -1.048 -0.21 0.25 0.02
H -2.951 -3.939 -1.005 0.21 -0.04 -0.27
H 0.203 0.868 -0.784 0.26 0.10 0.40
H 3.560 3.831 3.286 -0.26 -0.29 -0.01
O 4.187 3.485 2.650 0.57 0.30 -0.21
O -2.477 -4.215 -1.803 -0.09 0.19 0.14
O -0.384 -0.569 0.563 0.37 0.04 0.34
C -0.532 0.182 -0.339 -0.63 -0.16 -0.94
H 3.873 2.652 2.295 -0.31 -0.02 0.22
H -1.728 0.927 -1.677 0.20 -0.25 0.17
H -2.059 -3.412 -2.139 -0.10 -0.13 0.15
```
Forces are in eV/Å.

Output
energy relative to the best compared isomer or geometry (same formula, charge and spin)	21.48	kcal/mol
HOMO energy	-11.342	eV
gap between HOMO and LUMO	11.61	eV
SMILES	O=CO.O.O
charge	0
calculated total energy	-9323.98354	eV


# 2
A molecular structure, C5H8O. Source: the OMol25 dataset; level of theory: ωB97M-V/def2-TZVPD.

Structure (XYZ):
```
14
Properties=species:S:1:pos:R:3:forces:R:3
H 1.764 1.472 -1.132 -0.05 -0.10 0.06
O 1.564 -0.988 0.814 -0.03 -0.04 0.11
C 1.448 -0.864 -0.640 -0.05 -0.19 -0.32
H -2.517 -0.569 1.426 0.04 0.04 -0.15
H 2.229 -1.445 -1.140 -0.10 0.07 0.09
C -2.451 -0.347 0.364 0.07 0.14 -0.06
C 1.751 0.376 0.827 0.06 0.25 0.07
C 1.678 0.617 -0.482 0.04 0.03 0.13
H 1.891 0.910 1.761 0.01 -0.08 -0.14
H -1.756 0.959 -1.146 -0.02 -0.05 0.15
H 0.451 -1.182 -0.955 0.13 0.07 0.01
H -1.341 1.438 0.591 -0.08 -0.12 -0.09
H -2.932 -1.051 -0.311 0.08 0.12 0.08
C -1.821 0.733 -0.084 -0.09 -0.13 0.06
```
Forces are in eV/Å.

Output
energy relative to the best compared isomer or geometry (same formula, charge and spin)	75.28	kcal/mol
HOMO energy	-8.898	eV
gap between HOMO and LUMO	10.06	eV
charge	0
calculated total energy	-7358.99064	eV


# 3
A molecular structure, C3H4ClO2S. Source: the OMol25 dataset; level of theory: ωB97M-V/def2-TZVPD.

Structure (XYZ):
```
11
Properties=species:S:1:pos:R:3:forces:R:3
C 0.521 0.241 -0.566 0.27 0.32 -0.60
Cl -0.309 1.570 0.543 0.43 0.27 0.46
C 0.649 -1.015 0.319 0.92 -0.51 -2.23
C -2.238 0.346 0.413 -1.98 0.28 -1.14
S 2.110 1.006 -0.881 0.81 -0.28 0.23
H 2.189 1.504 -2.157 -0.82 -0.48 0.37
O -2.779 0.896 -0.464 -0.07 0.76 -0.92
H 1.673 -1.432 0.249 -0.33 0.16 -0.02
O -2.231 -0.457 1.247 0.98 -1.29 1.81
H 0.450 -0.845 1.326 -0.39 0.38 1.89
H -0.034 -1.815 -0.028 0.17 0.37 0.14
```
Forces are in eV/Å.

Output
energy relative to the best compared isomer or geometry (same formula, charge and spin)	41.93	kcal/mol
HOMO energy	-2.728	eV
gap between HOMO and LUMO	6.24	eV
charge	-1
calculated total energy	-30628.05527	eV


# 4
8 unconnected molecules or ions with the total composition C34H76N2O24P6. Source: the OMol25 dataset; level of theory: ωB97M-V/def2-TZVPD.

Structure (XYZ):
```
142
Properties=species:S:1:pos:R:3:forces:R:3
C 10.187 21.660 10.396 -0.97 -2.05 -1.31
O 16.095 15.636 18.610 -0.18 -0.51 0.42
H 15.574 13.505 9.712 0.77 -0.48 -0.54
H 9.298 20.964 10.323 0.81 1.16 0.31
H 12.054 17.920 22.615 -0.18 -0.78 -0.44
H 14.082 23.107 15.869 -0.62 0.09 -0.22
H 11.292 21.778 19.393 -0.03 -1.05 -0.15
C 14.728 15.796 13.443 -0.74 1.20 -0.32
C 19.373 19.506 11.263 2.23 -0.59 1.73
H 15.544 16.013 14.099 0.55 -0.18 0.60
H 13.696 17.560 14.116 -0.16 -0.07 -0.04
C 11.521 27.106 17.906 -1.69 0.61 -0.76
O 20.838 19.846 16.788 0.15 0.14 0.51
H 13.948 15.654 18.735 1.10 -0.12 -0.26
H 10.466 17.210 18.028 0.02 0.31 0.59
H 24.290 16.908 16.410 -0.61 -0.26 0.19
H 15.740 18.530 20.022 -0.73 0.31 0.72
C 14.847 20.449 15.980 -0.92 0.06 1.35
H 20.021 19.905 12.093 -0.38 0.22 -1.14
H 13.154 16.128 14.924 -0.47 -1.03 2.32
H 18.265 15.590 12.982 0.32 0.19 0.16
C 13.857 10.055 12.579 -0.48 0.85 1.78
H 22.947 20.742 20.132 0.08 0.70 1.11
P 22.410 19.874 16.822 0.61 0.37 -0.65
N 15.880 19.621 13.521 1.51 -0.43 0.42
C 16.926 11.792 10.182 -1.13 -0.43 -1.33
H 22.944 19.024 19.664 -0.36 0.67 0.03
H 9.659 18.521 17.171 0.36 -0.28 0.68
C 13.735 24.013 15.361 0.02 1.30 -0.22
H 9.188 18.289 18.814 -0.16 -0.24 0.91
H 15.026 16.224 12.446 -0.59 -0.42 0.83
H 10.561 22.842 14.003 -0.15 -0.51 0.31
C 14.687 20.159 13.607 -1.61 0.46 -0.18
O 13.117 17.858 19.147 -0.72 1.30 0.23
C 19.237 14.930 18.005 -0.43 1.09 -0.44
C 16.568 19.454 14.687 0.82 -0.69 -1.39
H 21.392 19.942 19.571 0.57 0.29 0.25
O 22.881 18.380 17.008 0.42 -1.72 -0.64
O 10.006 23.472 15.883 -0.22 0.21 0.32
H 14.601 15.774 17.075 0.45 -0.52 0.74
H 10.590 20.989 15.928 -0.74 -0.01 -0.54
C 9.746 21.154 15.211 0.18 -0.01 0.45
P 12.155 18.938 19.509 1.00 -2.46 0.76
O 12.815 20.321 19.794 0.26 -0.39 -0.73
H 13.638 11.694 13.910 -0.73 0.24 0.93
C 10.923 21.865 9.220 -1.24 -0.22 0.95
H 11.986 23.201 12.569 -0.16 -0.31 0.13
O 21.594 18.308 12.588 0.17 0.25 0.88
H 17.978 16.509 14.524 -0.45 -0.02 -0.85
C 16.462 13.222 10.306 -1.45 -0.50 0.49
P 17.126 16.565 17.880 -0.65 1.30 -0.86
H 20.237 15.052 18.387 0.27 -0.29 0.13
C 14.237 25.240 16.120 -0.86 0.32 -0.33
C 9.790 22.605 14.744 -0.91 0.33 -0.31
H 24.517 18.468 15.671 -0.16 0.32 -0.12
O 11.033 19.233 18.485 -1.17 -0.24 -0.61
H 17.623 18.977 14.623 -2.15 0.76 -0.01
N 10.561 22.075 11.591 -1.19 -0.34 0.01
H 12.556 22.219 20.345 0.85 0.53 0.44
H 19.498 20.064 10.340 -0.31 -0.08 0.12
H 14.145 24.057 14.364 0.10 -0.28 -0.36
P 11.441 23.602 16.483 0.70 1.73 -1.38
H 9.914 20.525 14.344 -0.06 -0.27 -0.15
C 11.952 21.361 20.165 -0.42 2.01 -0.14
O 16.894 16.680 16.427 0.32 -0.26 0.46
H 18.680 14.162 18.504 -0.02 -0.64 0.21
H 19.267 14.769 16.921 -0.08 0.03 0.21
C 11.684 22.733 11.630 2.03 1.15 0.78
H 13.448 23.515 10.644 0.04 -0.20 0.32
O 12.099 22.505 17.149 0.30 -1.43 0.73
H 11.294 28.156 17.668 0.15 -0.30 -0.29
C 14.164 11.482 13.015 -0.37 -0.99 -1.02
O 20.880 15.959 11.733 -0.04 0.28 0.40
C 14.778 15.302 18.073 -0.36 1.13 -0.15
C 16.760 18.218 20.007 -0.61 -2.42 -0.88
O 22.865 20.483 18.197 -0.52 0.87 -0.17
H 14.447 20.754 16.955 -0.02 -0.05 -0.50
H 10.869 26.878 18.743 0.53 -0.04 0.63
H 24.930 18.236 17.366 -0.06 0.04 0.03
H 8.780 20.859 15.696 0.83 0.46 -0.39
H 12.766 9.950 12.459 0.48 -0.09 -0.06
O 12.276 24.098 15.147 0.39 -0.96 1.78
H 12.605 22.676 8.394 0.85 0.38 -0.19
H 16.909 17.291 20.631 -0.09 1.02 -0.66
H 14.811 14.239 18.041 -0.38 -0.79 -0.37
C 11.097 26.115 16.825 -0.35 0.68 1.31
H 11.439 21.136 21.073 -0.56 -0.34 0.53
H 15.293 25.328 16.047 1.15 -0.47 0.37
C 13.444 16.500 14.013 1.65 0.12 -3.13
H 23.595 18.296 12.274 -0.17 -0.28 0.65
H 17.609 11.475 10.942 0.63 0.17 0.39
H 23.059 18.539 13.998 0.01 0.29 -0.27
C 12.106 22.534 9.326 0.12 -0.43 -0.73
H 18.417 19.473 11.726 -1.25 0.00 -0.35
O 13.835 14.628 10.847 -0.03 -0.16 0.31
H 19.929 18.363 15.766 -0.15 -0.05 -0.63
C 24.215 17.972 16.585 -0.02 0.61 0.40
P 20.476 17.298 12.173 -0.83 -1.07 0.71
C 18.175 16.585 13.437 0.21 -0.01 0.16
C 22.887 17.993 13.069 0.55 -0.01 0.06
O 23.008 20.537 15.663 0.18 0.10 0.02
H 17.225 13.932 10.138 0.92 0.80 -0.11
H 14.172 9.541 13.487 -0.14 -0.87 -0.20
O 15.989 13.386 11.665 -0.36 0.61 0.00
H 12.616 16.367 13.313 0.04 0.18 -0.03
H 14.386 9.690 11.730 0.43 -0.06 -0.63
H 13.197 21.114 14.862 0.08 -0.36 -0.23
H 22.979 16.937 13.313 0.03 -0.19 -0.33
O 14.612 14.351 13.350 -1.05 0.28 -0.12
H 19.279 20.013 15.463 -1.14 0.35 0.66
H 12.702 17.135 21.166 1.75 -1.09 -0.69
C 10.040 18.211 18.175 0.30 0.98 -2.34
H 15.185 11.681 13.218 1.26 -0.25 0.12
H 11.737 26.207 16.008 0.97 0.14 -1.52
C 20.143 19.412 15.591 0.82 0.10 0.03
H 10.558 21.527 8.264 -0.13 -0.11 -0.02
H 16.038 11.173 10.285 -0.19 -0.23 0.21
H 13.943 26.198 15.689 -0.54 -0.18 -0.31
O 18.598 16.196 18.318 -0.21 -0.57 0.19
O 16.942 17.956 18.592 0.63 0.23 0.00
O 11.324 18.566 20.848 0.34 0.57 -1.23
C 12.548 22.918 10.565 -0.07 0.94 -0.26
O 13.737 12.360 12.003 -0.61 1.44 -0.45
H 11.037 16.744 21.632 0.23 -0.29 0.37
C 22.492 20.032 19.501 -0.34 -1.81 -1.24
O 11.334 24.856 17.453 -0.03 -1.10 -0.57
H 8.835 22.979 14.306 0.60 -0.53 0.34
C 16.034 19.806 15.908 2.28 -1.45 0.70
H 17.288 11.523 9.177 0.25 0.40 0.34
O 19.405 17.349 13.401 1.28 0.08 -0.90
H 16.554 19.424 16.792 -0.07 0.63 -0.18
H 17.422 18.989 20.261 0.96 1.02 0.52
H 20.668 19.677 14.666 0.64 -0.72 0.38
C 14.147 20.575 14.825 -1.26 1.29 -0.89
H 14.025 20.285 12.699 1.15 -0.29 0.79
P 14.432 13.781 11.881 1.57 -0.44 -0.20
H 13.884 25.246 17.143 0.25 -0.13 0.34
H 17.408 17.130 12.866 0.08 -0.04 0.48
C 11.839 17.477 21.617 -1.77 1.48 1.76
H 10.075 26.112 16.440 -0.12 0.50 0.43
O 19.857 18.146 11.043 -1.58 0.99 -1.63
H 12.582 27.010 18.073 0.14 -0.16 0.43
```
Forces are in eV/Å.

Output
HOMO energy	-9.162	eV
gap between HOMO and LUMO	9.70	eV
SMILES	CCOP(=O)(OCC)OCC.CCOP(=O)(OCC)OCC.COP(=O)(OC)OC.COP(=O)(OC)OC.COP(=O)(OC)OC.COP(=O)(OC)OC.c1ccncc1.c1ccncc1
charge	0
calculated total energy	-144356.67537	eV


# 5
C21H30N3O3P in the gas phase. Source: the OMol25 dataset; level of theory: ωB97M-V/def2-TZVPD.

Structure (XYZ):
```
58
Properties=species:S:1:pos:R:3:forces:R:3
C -1.030 -0.863 -2.662 -0.05 -0.23 -0.67
C -2.373 -1.453 -3.054 0.23 0.14 0.20
C 0.464 1.202 0.956 -0.21 0.07 0.49
C 3.646 0.099 -0.094 0.03 0.08 -0.09
H 1.636 1.383 -2.476 -0.11 0.10 -0.05
H 2.837 3.716 1.462 -0.02 0.10 0.03
H 1.640 -0.976 2.992 -0.28 -0.04 0.00
H 3.676 -2.365 -2.412 0.03 -0.07 -0.04
H -1.886 -1.549 2.840 -0.02 0.06 0.11
C 3.434 -1.422 -1.943 0.01 -0.12 -0.02
C -1.915 -2.923 1.215 -0.17 -0.10 -0.10
C -3.958 1.770 -0.570 -0.59 0.69 0.04
C -3.874 2.531 0.741 0.05 -0.21 -0.24
N 0.953 2.239 0.225 -0.16 0.42 -0.47
H 1.709 -1.845 0.553 0.10 0.04 -0.06
P -1.531 0.900 -0.802 -0.57 -1.11 -0.09
H -1.682 -4.237 -0.458 -0.04 -0.06 -0.04
C -0.063 0.016 3.816 0.28 -0.17 -0.20
H -3.154 -0.707 -2.930 -0.13 0.00 -0.05
H 4.603 -1.810 -0.195 0.05 -0.05 0.04
H -0.815 0.031 -3.256 0.10 -0.14 0.02
H -0.226 -1.592 -2.795 -0.06 0.13 -0.02
H 0.657 -3.550 -0.874 0.06 -0.04 -0.08
H 4.051 0.321 0.879 0.03 0.05 0.14
O -3.098 0.639 -0.576 1.10 -0.40 -0.02
O -0.995 -0.522 -1.283 -0.29 0.84 0.60
C 3.169 2.734 1.137 0.01 0.03 -0.24
H 0.566 0.724 4.351 0.01 0.05 0.03
C -1.213 -3.494 0.170 -0.11 -0.09 -0.02
C 2.377 2.319 -0.097 0.09 -0.01 0.35
C 0.693 -2.159 0.742 -0.01 -0.06 0.04
C 2.292 0.684 -1.975 0.09 0.01 0.06
C 3.955 -1.108 -0.700 0.11 -0.08 0.02
H -0.967 0.538 3.511 -0.14 0.04 0.03
H -2.600 -2.303 -2.416 -0.07 -0.10 0.03
C 0.717 -0.514 2.608 0.00 0.05 0.15
O -1.243 2.017 -1.710 0.18 0.19 0.14
H -4.568 3.367 0.729 -0.06 0.09 0.02
C -0.004 -1.575 1.796 0.02 -0.21 0.06
H 2.986 2.024 1.937 0.11 0.02 0.06
H 2.192 -0.752 -3.554 -0.03 -0.02 -0.08
H 4.231 2.778 0.907 0.16 0.04 0.01
H -2.862 2.905 0.876 0.00 0.12 0.12
C 0.097 -3.109 -0.063 0.13 -0.05 0.02
C 2.599 -0.520 -2.580 -0.05 -0.03 -0.10
H -4.120 1.875 1.573 -0.02 -0.02 0.12
H -2.347 -1.776 -4.091 -0.02 -0.03 -0.11
H 0.326 2.535 -0.509 0.06 0.20 -0.09
H -0.322 -0.798 4.489 -0.10 -0.03 0.09
C 2.813 1.010 -0.726 0.11 -0.01 -0.18
C -1.316 -1.972 2.025 0.14 0.03 0.11
H -2.938 -3.216 1.404 -0.07 -0.03 0.01
H -3.683 2.428 -1.401 -0.14 -0.12 0.03
H -1.301 0.260 1.324 -0.05 0.04 0.04
H -4.964 1.373 -0.735 0.15 0.07 -0.02
N 1.191 0.577 1.781 0.30 0.01 0.16
N -0.926 1.004 0.748 -0.13 0.03 -0.38
H 2.467 3.109 -0.853 -0.06 -0.15 0.09
```
Forces are in eV/Å.

Output
energy relative to the best compared isomer or geometry (same formula, charge and spin)	6.18	kcal/mol
HOMO energy	-8.450	eV
gap between HOMO and LUMO	9.25	eV
SMILES	CCOP(=O)(N/C(=N\[C@@H](C)c1ccccc1)N[C@@H](C)c1ccccc1)OCC
charge	0
calculated total energy	-42169.13696	eV


# 6
A molecular structure, C3H6BrO2S. Source: the OMol25 dataset; level of theory: ωB97M-V/def2-TZVPD.

Structure (XYZ):
```
13
Properties=species:S:1:pos:R:3:forces:R:3
H 2.539 -0.054 -0.732 -0.52 0.09 -0.10
C 0.373 0.261 -0.421 -1.03 -2.16 -3.53
Br -1.505 -1.936 -0.115 -0.18 -1.43 -0.27
C 1.667 -0.495 -0.222 -0.95 -2.14 -3.42
H 0.897 -1.080 2.488 -0.16 0.05 0.03
O -1.612 2.309 -0.103 0.97 1.39 0.34
H 0.077 0.307 -1.573 1.12 0.25 1.78
H 1.527 -1.566 -0.653 0.57 1.52 1.26
H 0.601 1.211 -0.097 -0.38 2.46 0.64
O -3.241 0.684 0.744 -1.63 -0.07 1.11
H 1.844 -0.416 0.783 0.78 -0.67 2.68
C -0.954 -0.216 0.137 2.03 1.95 0.62
S -2.215 0.993 -0.236 -0.63 -1.23 -1.11
```
Forces are in eV/Å.

Output
energy relative to the best compared isomer or geometry (same formula, charge and spin)	105.63	kcal/mol
HOMO energy (alpha / beta)	-3.023 / -3.275	eV
gap between HOMO and LUMO (alpha / beta)	5.34 / 6.51	eV
charge	-1
calculated total energy	-88176.97735	eV


Which value of charge does entry 4 give? 0


Look up the calculated total energy of the first one. -9323.98354 eV